2 unconnected molecules or ions with the total composition ClH8N3Si2, computed with wB97M-V/def2-TZVPD.

SMILES string: [H]/N=[Si](/N)N[SiH3].Cl
Electronic energy: -32878.7237 eV
2S+1: 1
Relative energy (zero: lowest compared OMol25 entry of this formula, charge and spin): 276.29 kJ/mol
HOMO: -0.33898 Eh
Max |F|: 4.05 eV/Å

```
14
ClH8N3Si2, DFT wB97M-V/def2-TZVPD
N -1.616 0.844 -1.897
N 1.012 -0.262 -1.239
N -0.883 0.708 0.859
Si -0.014 0.478 2.305
Si -0.378 0.447 -0.803
Cl 2.860 -3.655 -1.359
H -1.821 1.757 -2.068
H -1.856 0.239 -2.729
H 2.074 -2.786 -1.832
H 1.796 -0.275 -0.507
H -1.749 1.113 1.195
H 1.034 1.426 2.706
H 0.722 -0.725 2.042
H -1.182 0.688 3.327
```


A single C2H3ClNOP molecule, computed with wB97M-V/def2-TZVPD.

Electronic energy: -27468.8050 eV
2S+1: 1
Relative energy (zero: lowest compared OMol25 entry of this formula, charge and spin): 329.08 kJ/mol
HOMO (alpha / beta): -0.36129 / -0.28518 Eh
Max |F|: 4.28 eV/Å

```
9
C2H3ClNOP, DFT wB97M-V/def2-TZVPD
C 0.332 0.023 1.371
C -0.191 0.847 0.138
N -0.439 -0.117 2.331
O 0.258 0.137 -1.005
P -0.764 -0.900 -1.739
Cl 0.397 -2.202 -2.665
H 1.281 -0.417 1.402
H -1.211 0.902 0.034
H 0.337 1.726 0.133
```


2 unconnected molecules or ions with the total composition C2H6N2, computed with wB97M-V/def2-TZVPD.

SMILES string: C=N.C=N
Electronic energy: -5148.7732 eV
2S+1: 1
Relative energy (zero: lowest compared OMol25 entry of this formula, charge and spin): 303.59 kJ/mol
HOMO: -0.34824 Eh
Max |F|: 2.67 eV/Å

```
10
C2H6N2, DFT wB97M-V/def2-TZVPD
C -1.221 -0.743 -1.369
N -1.272 -1.628 -0.481
H -0.282 -0.255 -1.675
H -2.067 -0.116 -1.661
H -0.565 -2.356 -0.461
C 1.324 1.374 1.492
N 1.006 1.032 0.320
H 1.051 2.355 1.876
H 1.804 0.656 2.161
H 0.806 0.042 0.197
```


2 unconnected molecules or ions with the total composition C9H14O, computed with wB97M-V/def2-TZVPD.

SMILES string: Cc1ccccc1.CCO
Electronic energy: -11607.1260 eV
2S+1: 1
Relative energy (zero: lowest compared OMol25 entry of this formula, charge and spin): 49.27 kJ/mol
HOMO: -0.32930 Eh
Max |F|: 1.72 eV/Å

```
24
C9H14O, DFT wB97M-V/def2-TZVPD
C -2.135 -1.388 0.303
C -2.805 -0.776 -0.919
O -2.697 -0.798 1.483
H -2.264 -2.476 0.398
H -1.077 -1.159 0.417
H -3.885 -0.907 -0.903
H -3.614 -0.598 1.363
H -2.403 -1.224 -1.832
H -2.627 0.298 -0.966
C 2.556 1.144 -1.824
C 0.320 1.312 1.248
C 0.974 1.644 0.052
C 0.615 0.094 1.827
C 1.906 0.804 -0.516
C 1.542 -0.771 1.227
C 2.240 -0.425 0.084
H -0.460 1.958 1.622
H 0.767 2.570 -0.470
H 0.183 -0.211 2.770
H 1.717 -1.735 1.692
H 3.491 0.602 -1.973
H 2.901 2.179 -1.929
H 2.863 -1.098 -0.486
H 1.895 0.962 -2.667
```


A molecular structure, C6H12O, computed with wB97M-V/def2-TZVPD.

Electronic energy: -8459.2139 eV
2S+1: 1
Relative energy (zero: lowest compared OMol25 entry of this formula, charge and spin): 495.94 kJ/mol
HOMO: -0.25469 Eh
Max |F|: 0.39 eV/Å

```
19
C6H12O, DFT wB97M-V/def2-TZVPD
C 2.036 -1.031 0.919
C 0.705 -0.306 0.680
C 0.968 1.050 0.002
O -0.172 1.467 -0.764
C -1.330 0.938 -0.379
C -2.411 0.817 -1.281
C -0.343 -1.022 -0.159
H 2.739 -0.412 1.495
H 2.520 -1.291 -0.029
H 1.882 -1.958 1.480
H 0.269 -0.111 1.671
H 1.219 1.836 0.724
H 1.779 0.978 -0.729
H -1.566 0.925 0.687
H -3.421 0.917 -0.900
H -1.661 -0.318 -0.858
H -2.230 0.987 -2.335
H 0.093 -1.396 -1.098
H -0.809 -1.850 0.387
```


A molecular structure, C13H12AuO2, computed with wB97M-V/def2-TZVPD.

Electronic energy: -21452.1631 eV
<S²>: 2.06
2S+1: 3
Total charge: +1
HOMO (alpha / beta): -0.43861 / -0.45239 Eh
Max |F|: 5.01 eV/Å

```
28
C13H12AuO2, DFT wB97M-V/def2-TZVPD
Au -0.589 0.184 1.670
C -4.231 -0.146 2.220
C -3.612 -0.050 0.997
C -2.477 0.827 1.043
C -2.448 1.341 2.377
C -3.437 0.614 3.098
H -5.147 -0.717 2.456
H -3.877 -0.605 0.120
H -2.162 1.412 0.155
H -1.909 2.167 2.733
H -3.598 0.701 4.159
C -0.065 -0.117 -2.892
C 0.180 -0.383 -1.391
O -0.883 -0.585 -0.757
C 1.523 -0.362 -0.928
C 2.507 -0.261 -1.946
C 3.868 -0.319 -1.666
C 4.316 -0.304 -0.345
C 3.374 -0.284 0.713
C 2.011 -0.460 0.458
O 1.305 -0.780 1.523
H -1.139 -0.047 -3.087
H 0.315 -0.963 -3.527
H 0.520 0.760 -3.264
H 2.131 -0.337 -2.982
H 4.530 -0.468 -2.507
H 5.410 -0.326 -0.179
H 3.582 -0.493 1.752
```


A molecular structure, C56H119CuN6O7, computed with wB97M-V/def2-TZVPD.

Electronic energy: -127902.5426 eV
2S+1: 1
HOMO: -0.25571 Eh
Max |F|: 6.19 eV/Å

```
189
C56H119CuN6O7, DFT wB97M-V/def2-TZVPD
Cu -0.004 0.791 -0.121
C 0.834 3.416 -2.712
C 0.119 3.695 -1.375
O -0.874 2.759 -0.993
H 1.801 3.921 -2.697
H 0.347 3.814 -3.602
H 1.007 2.348 -2.845
H -0.363 4.671 -1.432
H 0.821 3.954 -0.582
C -1.440 2.383 -5.491
C -2.985 2.134 -5.459
C -3.182 0.756 -6.151
C -4.501 0.027 -5.851
C -4.780 -0.008 -4.353
C -4.688 1.384 -3.594
N -3.447 2.131 -4.048
O -3.186 3.305 -3.397
C -6.044 2.172 -3.789
C -4.444 1.080 -2.047
C -3.663 3.304 -6.220
H -1.206 2.733 -6.496
H -0.743 1.546 -5.445
H -1.214 3.176 -4.777
H -3.156 0.868 -7.235
H -2.452 0.016 -5.823
H -4.459 -0.996 -6.224
H -5.341 0.456 -6.398
H -4.160 -0.736 -3.830
H -5.836 -0.259 -4.254
H -6.394 2.199 -4.821
H -6.838 1.744 -3.177
H -6.011 3.204 -3.439
H -3.549 0.484 -1.870
H -4.393 1.975 -1.426
H -5.227 0.388 -1.737
H -3.150 3.153 -7.170
H -3.484 4.329 -5.894
H -4.693 2.960 -6.315
H -2.574 3.095 -2.687
C 5.875 7.553 -2.001
C 4.606 6.768 -2.115
C 4.523 5.878 -3.398
C 5.250 4.520 -3.375
C 4.855 3.724 -2.162
C 4.972 4.538 -0.810
N 4.287 5.904 -0.941
O 4.104 6.467 0.335
C 4.250 3.717 0.318
C 6.506 4.722 -0.556
C 3.415 7.762 -2.271
H 5.926 8.292 -1.201
H 5.910 8.256 -2.833
H 6.817 7.005 -1.958
H 3.483 5.703 -3.674
H 4.910 6.397 -4.276
H 6.309 4.698 -3.563
H 4.976 3.977 -4.280
H 5.377 2.769 -2.096
H 3.815 3.453 -2.341
H 4.266 4.217 1.287
H 3.199 3.851 0.060
H 4.483 2.659 0.437
H 6.801 3.928 0.130
H 7.096 4.866 -1.461
H 6.650 5.680 -0.057
H 3.701 8.510 -3.009
H 3.227 8.317 -1.351
H 2.531 7.186 -2.543
H 3.229 6.154 0.574
C -0.764 -0.467 -3.270
C 0.646 -1.014 -3.157
C 1.508 -0.389 -4.263
C 3.014 -0.431 -3.986
C 3.251 0.278 -2.646
C 2.639 -0.488 -1.562
N 1.141 -0.606 -1.832
O 0.586 -1.407 -0.830
C 3.424 -1.877 -1.319
C 2.917 0.338 -0.294
C 0.548 -2.495 -3.345
H -1.068 -0.428 -4.316
H -0.967 0.521 -2.856
H -1.491 -1.158 -2.844
H 1.330 -0.919 -5.199
H 1.128 0.587 -4.566
H 3.545 0.119 -4.762
H 3.454 -1.426 -4.046
H 2.965 1.329 -2.693
H 4.339 0.351 -2.655
H 4.495 -1.698 -1.222
H 3.004 -2.315 -0.413
H 3.391 -2.633 -2.103
H 3.964 0.522 -0.056
H 2.435 1.313 -0.354
H 2.483 -0.194 0.553
H -0.089 -2.954 -2.589
H 1.530 -2.917 -3.134
H 0.214 -2.676 -4.366
H 0.887 -2.266 -1.135
C -3.492 -7.703 1.220
C -3.099 -6.219 1.321
C -2.596 -5.731 -0.081
C -2.651 -4.175 -0.159
C -4.053 -3.679 0.208
C -4.512 -4.123 1.591
N -4.363 -5.575 1.815
O -4.690 -5.911 3.153
C -3.771 -3.256 2.662
C -5.980 -3.843 1.676
C -1.929 -6.105 2.310
H -2.737 -8.289 0.697
H -4.298 -7.756 0.488
H -3.795 -8.109 2.186
H -1.528 -5.823 -0.277
H -3.168 -6.173 -0.897
H -2.421 -3.897 -1.188
H -1.917 -3.716 0.504
H -4.803 -3.927 -0.543
H -3.953 -2.597 0.124
H -3.993 -2.190 2.617
H -4.179 -3.537 3.632
H -2.704 -3.470 2.722
H -6.360 -4.193 2.636
H -6.281 -2.795 1.682
H -6.559 -4.413 0.949
H -2.316 -6.091 3.328
H -1.290 -5.222 2.304
H -1.075 -6.782 2.302
H -5.242 -6.691 3.068
C -0.548 -3.451 6.279
C 0.875 -3.210 5.858
C 1.757 -4.128 6.742
C 3.242 -4.357 6.266
C 3.164 -4.936 4.797
C 2.280 -4.155 3.694
N 1.022 -3.537 4.388
O 0.264 -2.904 3.505
C 3.181 -3.005 3.042
C 1.925 -5.247 2.606
C 1.282 -1.798 6.168
H -0.912 -4.472 6.160
H -1.274 -2.810 5.780
H -0.703 -3.235 7.336
H 1.783 -3.729 7.756
H 1.327 -5.124 6.847
H 3.700 -5.079 6.942
H 3.866 -3.465 6.322
H 2.741 -5.939 4.841
H 4.207 -5.060 4.509
H 3.996 -3.446 2.468
H 2.594 -2.524 2.260
H 3.593 -2.255 3.718
H 1.283 -4.845 1.822
H 2.780 -5.701 2.105
H 1.386 -6.041 3.122
H 2.203 -1.595 5.621
H 1.319 -1.626 7.243
H 0.513 -1.129 5.782
H -0.184 -3.654 3.107
C -2.372 -0.144 3.745
C -2.005 0.787 2.540
C -2.625 2.177 2.630
C -1.973 3.162 3.523
C -0.494 3.308 3.140
C 0.208 1.927 3.187
N -0.495 0.829 2.399
O 0.209 -0.354 2.211
C 1.552 2.141 2.479
C 0.528 1.531 4.689
C -2.529 0.109 1.272
H -1.848 -1.093 3.859
H -3.434 -0.357 3.619
H -2.359 0.358 4.712
H -2.905 2.684 1.707
H -3.606 1.989 3.066
H -2.083 2.746 4.524
H -2.510 4.110 3.544
H -0.102 3.986 3.898
H -0.374 3.786 2.168
H 1.513 2.587 1.485
H 2.131 2.846 3.076
H 2.177 1.252 2.564
H -0.323 1.040 5.161
H 1.368 0.836 4.702
H 0.702 2.448 5.252
H -3.617 0.106 1.197
H -2.183 -0.914 1.126
H -2.175 0.738 0.455
H 0.468 -0.616 3.098
```


2 unconnected molecules or ions with the total composition C2H5BrSi, computed with wB97M-V/def2-TZVPD.

Electronic energy: -80070.5923 eV
2S+1: 1
Relative energy (zero: lowest compared OMol25 entry of this formula, charge and spin): 444.98 kJ/mol
HOMO (alpha / beta): -0.32897 / -0.31419 Eh
Max |F|: 4.12 eV/Å

```
9
C2H5BrSi, DFT wB97M-V/def2-TZVPD
C 0.565 -0.140 1.074
C -0.751 0.446 0.561
Si 0.300 -0.276 -0.792
Br -0.376 -2.166 -1.775
H 1.476 0.348 1.445
H 0.389 -1.156 1.468
H -1.761 0.159 0.980
H -0.616 1.658 0.652
H 0.774 1.126 -3.614
```


A molecular structure, C38H53AsCl2N5OY, computed with wB97M-V/def2-TZVPD.

Electronic energy: -136693.1225 eV
2S+1: 1
Relative energy (zero: lowest compared OMol25 entry of this formula, charge and spin): 212.28 kJ/mol
HOMO: -0.22772 Eh
Max |F|: 0.90 eV/Å

```
101
C38H53AsCl2N5OY, DFT wB97M-V/def2-TZVPD
Y -1.692 -1.074 0.695
N -2.771 -3.454 1.195
C -2.419 -4.148 2.441
C -0.910 -4.281 2.521
N -0.274 -2.972 2.501
C -0.007 -2.365 3.808
C -0.994 -1.251 4.113
N -0.909 -0.268 3.044
H -3.762 -3.235 1.162
H -2.599 -4.073 0.403
H -2.896 -5.132 2.516
H -2.791 -3.544 3.270
H -0.554 -4.838 1.647
H -0.629 -4.870 3.405
H 0.591 -3.030 1.975
H 1.000 -1.937 3.776
H -0.004 -3.120 4.605
H -0.799 -0.832 5.109
H -2.018 -1.635 4.125
H -0.022 0.229 3.074
H -1.679 0.404 3.050
C -2.849 1.963 -1.556
C -2.870 0.734 -2.430
O -1.964 -0.258 -1.922
C -1.454 -1.125 -2.927
C -2.496 -2.048 -3.531
H -3.619 2.657 -1.891
H -1.882 2.460 -1.610
H -3.041 1.712 -0.513
H -2.553 0.979 -3.452
H -3.877 0.306 -2.485
H -0.659 -1.693 -2.439
H -0.979 -0.514 -3.708
H -2.947 -2.698 -2.780
H -2.025 -2.680 -4.284
H -3.297 -1.494 -4.018
Cl -4.320 2.389 3.153
C -5.162 1.412 1.974
C -6.505 1.632 1.776
C -7.227 0.884 0.847
C -6.559 -0.095 0.125
C -5.216 -0.276 0.361
Cl -4.365 -1.549 -0.557
C -4.390 0.439 1.273
N -3.101 0.214 1.416
H -6.994 2.403 2.357
H -8.280 1.061 0.692
H -7.067 -0.708 -0.606
C 3.854 2.429 -5.860
C 3.110 2.001 -4.628
C 2.517 2.925 -3.786
C 1.828 2.542 -2.638
C 1.226 3.648 -1.810
C 1.734 1.179 -2.298
As 0.668 0.924 -0.650
N 0.449 -0.848 -0.153
C 1.408 -1.809 0.132
C 2.605 -1.579 0.828
C 3.485 -2.615 1.093
C 3.216 -3.916 0.687
C 2.032 -4.168 0.007
C 1.150 -3.135 -0.265
C 1.874 1.724 0.696
C 3.270 1.673 0.718
C 4.106 0.967 -0.317
C 3.963 2.307 1.750
C 3.316 2.994 2.761
C 4.077 3.651 3.875
C 1.930 3.069 2.705
C 1.201 2.468 1.685
C -0.281 2.747 1.640
C 2.300 0.233 -3.163
C 2.270 -1.246 -2.922
C 2.978 0.663 -4.299
H 3.858 3.513 -5.958
H 3.399 2.015 -6.762
H 4.891 2.090 -5.835
H 2.583 3.980 -4.022
H 1.296 4.591 -2.350
H 1.737 3.774 -0.853
H 0.172 3.471 -1.587
H 2.814 -0.588 1.205
H 4.396 -2.401 1.637
H 3.914 -4.714 0.894
H 1.802 -5.171 -0.329
H 0.242 -3.337 -0.832
H 3.630 0.074 -0.716
H 5.061 0.676 0.121
H 4.310 1.625 -1.165
H 5.046 2.245 1.760
H 5.152 3.542 3.736
H 3.818 3.215 4.840
H 3.851 4.717 3.931
H 1.396 3.635 3.460
H -0.577 3.315 2.523
H -0.939 1.874 1.588
H -0.536 3.345 0.761
H 1.372 -1.558 -2.408
H 3.116 -1.567 -2.307
H 2.332 -1.780 -3.870
H 3.416 -0.088 -4.949
```


2 unconnected molecules or ions with the total composition C2H2BrClF2, computed with wB97M-V/def2-TZVPD.

Electronic energy: -90103.5148 eV
2S+1: 1
Relative energy (zero: lowest compared OMol25 entry of this formula, charge and spin): 196.38 kJ/mol
HOMO: -0.35139 Eh
Max |F|: 6.48 eV/Å

```
8
C2H2BrClF2, DFT wB97M-V/def2-TZVPD
C 0.470 0.069 -1.005
C -0.878 -0.518 0.603
F 1.668 -0.263 -0.545
F -1.353 0.686 1.038
Cl 0.019 -0.814 -2.434
Br -2.226 -1.497 -0.418
H 0.320 1.051 -0.957
H -0.452 -1.032 1.385
```


7 unconnected molecules or ions with the total composition C4H24NO6, computed with wB97M-V/def2-TZVPD.

Electronic energy: -18308.0720 eV
2S+1: 1
Total charge: +1
Relative energy (zero: lowest compared OMol25 entry of this formula, charge and spin): 0.00 kJ/mol
HOMO: -0.52383 Eh
Max |F|: 1.35 eV/Å

```
35
C4H24NO6, DFT wB97M-V/def2-TZVPD
C -0.218 -0.877 0.732
C 1.131 -0.381 1.217
C 1.239 -0.542 2.730
C 2.291 -1.045 0.490
N -0.538 -0.268 -0.594
H -0.248 -1.958 0.585
H -1.040 -0.632 1.408
H 1.138 0.685 1.049
H 1.275 -1.581 3.059
H 2.186 -0.079 3.025
H 0.427 -0.033 3.225
H 2.064 -1.971 -0.053
H 3.120 -1.358 1.141
H 2.830 -0.358 -0.163
H -1.428 -0.583 -0.990
H -0.532 0.775 -0.575
H 0.192 -0.592 -1.220
H 0.542 4.638 -2.454
H 1.775 4.710 -1.522
O 1.088 4.122 -1.852
H -0.650 -0.662 -3.976
H -0.689 0.868 -3.964
O -0.627 0.096 -3.381
H -1.910 -3.111 -0.925
H -3.059 -2.722 -0.002
O -2.450 -2.349 -0.653
H -0.820 2.859 0.539
H 0.109 3.054 -0.738
O -0.168 2.429 -0.040
H -1.328 4.462 2.169
H -2.373 3.523 2.829
O -1.913 3.705 2.005
H -0.176 -5.093 -1.741
H -0.487 -5.070 -0.263
O -0.756 -4.664 -1.100
```


A single C2H3N3 molecule, computed with wB97M-V/def2-TZVPD.

SMILES string: c1nc[nH]n1
Electronic energy: -6592.1910 eV
2S+1: 1
Relative energy (zero: lowest compared OMol25 entry of this formula, charge and spin): 37.09 kJ/mol
HOMO: -0.37626 Eh
Max |F|: 3.15 eV/Å

```
8
C2H3N3, DFT wB97M-V/def2-TZVPD
C 1.129 -0.049 0.036
C -0.835 0.741 -0.029
H 2.199 0.089 -0.002
H -1.719 1.461 0.000
H -1.603 -1.320 0.106
N 0.413 1.093 0.004
N -0.882 -0.638 0.018
N 0.377 -1.081 -0.043
```